C21H31N3O5S | ωB97M-V/def2-TZVPD

```
61
Properties=species:S:1:pos:R:3:nbo_charge:R:1
C -3.628 -0.223 -2.225 -0.62
C -4.463 0.915 -1.653 -0.23
N -3.951 1.333 -0.362 -0.69
C -4.200 2.709 0.020 -0.21
C -5.681 3.053 0.161 -0.63
S -4.197 0.203 0.860 2.32
O -4.157 0.892 2.120 -0.95
O -5.347 -0.616 0.580 -0.95
C -2.732 -0.805 0.742 -0.39
C -2.811 -2.189 0.740 -0.15
C -1.664 -2.937 0.640 -0.29
C -0.382 -2.344 0.547 0.33
N 0.686 -3.132 0.299 -0.42
C 2.060 -2.679 0.232 -0.22
C 2.859 -3.901 -0.213 -0.40
C 1.841 -4.705 -1.011 -0.41
C 0.556 -4.484 -0.216 -0.21
C -0.322 -0.932 0.669 -0.25
C 0.884 -0.078 0.803 0.81
O 1.121 0.883 0.107 -0.61
O 1.611 -0.374 1.892 -0.49
C 2.690 0.515 2.165 -0.16
C 3.669 0.556 0.981 0.67
O 4.139 -0.479 0.541 -0.65
N 4.007 1.759 0.501 -0.42
C 3.393 3.041 0.803 -0.22
C 4.106 4.025 -0.124 -0.41
C 4.465 3.157 -1.327 -0.41
C 4.876 1.850 -0.665 -0.22
C -1.501 -0.193 0.724 -0.11
H -2.572 0.033 -2.195 0.21
H -3.785 -1.130 -1.649 0.22
H -3.920 -0.408 -3.256 0.21
H -5.507 0.587 -1.564 0.20
H -4.418 1.778 -2.321 0.20
H -3.707 2.845 0.983 0.23
H -3.719 3.355 -0.722 0.19
H -6.136 2.374 0.878 0.22
H -5.792 4.073 0.519 0.21
H -6.197 2.959 -0.792 0.20
H -3.782 -2.654 0.810 0.24
H -1.744 -4.011 0.659 0.22
H 2.404 -2.321 1.203 0.23
H 2.161 -1.857 -0.487 0.20
H 3.735 -3.618 -0.791 0.23
H 3.187 -4.471 0.656 0.20
H 2.099 -5.758 -1.095 0.22
H 1.733 -4.289 -2.013 0.20
H -0.330 -4.579 -0.846 0.21
H 0.484 -5.204 0.610 0.19
H 3.198 0.088 3.031 0.22
H 2.288 1.501 2.407 0.20
H 2.324 2.995 0.572 0.22
H 3.529 3.307 1.855 0.20
H 5.015 4.399 0.350 0.20
H 3.474 4.872 -0.384 0.22
H 3.583 2.999 -1.948 0.21
H 5.258 3.583 -1.937 0.22
H 5.922 1.879 -0.338 0.19
H 4.736 0.969 -1.293 0.23
H -1.452 0.884 0.768 0.24
```

Computed properties:
**LUMO level**: 0.67 eV
**HOMO energy**: -0.28899 Eh
**Energy**: -1757.477797 Eh
**F_max**: 1.068 eV Å⁻¹
**Kohn-Sham gap**: 8.537 eV
**SMILES string**: CCN(CC)S(=O)(=O)c1ccc(N2CCCC2)c(C(=O)OCC(=O)N2CCCC2)c1